11
Properties=species:S:1:pos:R:3:nbo_charge:R:1 method="wB97M-V/def2-TZVPD" relative_energy_kcal_mol=85.36 gap_ev=8.5 largest_force_ev_per_a=5.0 e_homo_ev=-9.25 lumo_ev=-0.8
C 0.426 -1.234 0.317 -0.636
C -0.338 -0.087 -0.363 -0.434
C 0.513 1.161 -0.635 0.417
H -0.250 -2.100 0.896 0.247
H 1.183 -1.735 -0.330 0.224
H 0.989 -0.712 1.111 0.212
H -0.739 -0.514 -1.358 0.241
H -1.269 1.615 1.634 0.147
H 1.323 0.997 -1.345 0.130
O 0.251 2.295 -0.220 -0.491
S -2.088 0.314 0.292 -0.057